The following is a quantum chemistry calculation of a cluster of 7 separate species, C34H82NO6 in total at a distorted geometry, from the Open Molecules 2025 dataset.

XYZ file:
```
123
Properties=species:S:1:pos:R:3:lowdin_charge:R:1
C -1.23300 1.57400 -1.08427 -0.115
C -1.08955 2.09144 -2.53228 -0.240
C -1.41385 0.99873 -3.61455 -0.192
C -0.11231 0.26845 -4.09548 -0.187
C -0.07488 -1.26182 -3.77685 -0.196
C 1.36194 -1.65221 -3.25522 -0.191
C 1.33247 -1.68565 -1.69416 -0.213
C 2.51182 -0.91459 -1.04625 -0.225
C 2.55229 0.61926 -1.38193 -0.232
C 3.74975 0.94131 -2.36861 -0.515
N 3.83744 2.37933 -2.56353 -0.218
H -0.34352 1.02271 -0.73832 0.052
H -1.36430 2.41551 -0.38722 0.062
H -2.08606 0.88698 -0.94894 0.064
H -0.08640 2.49418 -2.73377 0.099
H -1.84205 2.88494 -2.68140 0.080
H -1.86543 1.51214 -4.47730 0.092
H -2.08464 0.25579 -3.16040 0.089
H 0.76022 0.75768 -3.63772 0.082
H 0.00601 0.40561 -5.18452 0.088
H -0.24988 -1.79918 -4.72381 0.091
H -0.83072 -1.56849 -3.04247 0.091
H 2.12539 -0.96939 -3.64816 0.077
H 1.54010 -2.67264 -3.63599 0.094
H 1.38930 -2.75052 -1.39635 0.095
H 0.38654 -1.28837 -1.29450 0.089
H 2.43444 -1.02504 0.05313 0.079
H 3.46309 -1.38246 -1.35459 0.098
H 2.74377 1.18487 -0.46099 0.081
H 1.63250 0.99386 -1.85235 0.054
H 3.62012 0.39062 -3.33559 0.056
H 4.66115 0.62495 -1.82421 0.073
H 2.94743 2.69554 -2.96311 -0.134
C 1.61364 -2.33133 4.21803 -0.071
C 1.72980 -3.78213 3.78384 -0.281
O 2.07449 -3.92987 2.41984 -0.158
C 3.30616 -3.35225 2.01937 -0.280
C 4.51554 -3.91878 2.74293 -0.079
H 0.87917 -1.80719 3.60450 0.067
H 1.30412 -2.26972 5.26255 0.079
H 2.56122 -1.79967 4.11961 0.069
H 0.76207 -4.27209 3.90549 0.115
H 2.43520 -4.32649 4.42222 0.104
H 3.25842 -2.26396 2.12169 0.102
H 3.40252 -3.55502 0.95219 0.117
H 4.47331 -3.73729 3.81790 0.066
H 5.43103 -3.46264 2.36261 0.081
H 4.57612 -4.99998 2.59657 0.073
C -3.77901 0.05676 5.99501 -0.078
C -2.26788 0.18389 5.91636 -0.282
O -1.64706 -0.84769 5.17205 -0.166
C -2.05261 -0.95723 3.81697 -0.281
C -1.79120 0.29573 2.99925 -0.069
H -4.06051 -0.90395 6.43233 0.080
H -4.19531 0.85755 6.60826 0.074
H -4.24319 0.11831 5.01046 0.058
H -1.84988 0.12504 6.92267 0.116
H -1.98161 1.16321 5.51885 0.107
H -3.10706 -1.25000 3.76086 0.106
H -1.47948 -1.78242 3.39153 0.108
H -2.34780 1.15517 3.37746 0.064
H -2.08511 0.13785 1.96050 0.074
H -0.73097 0.55389 3.02537 0.085
C 7.91562 -6.91206 7.03114 -0.083
C 6.54717 -6.49867 6.51611 -0.284
O 6.58898 -5.78676 5.29377 -0.162
C 7.15972 -6.47079 4.19067 -0.281
C 6.43457 -7.75600 3.83165 -0.079
H 8.55512 -6.03636 7.15798 0.081
H 7.82080 -7.41984 7.99258 0.075
H 8.42244 -7.59160 6.34444 0.063
H 6.08325 -5.82731 7.23979 0.118
H 5.88443 -7.36633 6.42846 0.105
H 8.22427 -6.65733 4.37063 0.106
H 7.10467 -5.78565 3.34383 0.112
H 6.46386 -8.48416 4.64404 0.064
H 6.89232 -8.21535 2.95424 0.077
H 5.38507 -7.55185 3.61152 0.079
C -4.83943 6.69395 -1.09655 -0.078
C -3.66558 5.89795 -1.64232 -0.277
O -4.03857 4.67020 -2.24079 -0.168
C -4.91530 4.75188 -3.34895 -0.284
C -4.35866 5.55631 -4.51085 -0.079
H -5.39390 6.10196 -0.36514 0.070
H -4.48578 7.60660 -0.61397 0.076
H -5.53886 6.98271 -1.88292 0.064
H -2.99719 5.64086 -0.82011 0.120
H -3.07744 6.49937 -2.34305 0.109
H -5.89010 5.14169 -3.03373 0.103
H -5.08416 3.72457 -3.67534 0.118
H -4.17676 6.59720 -4.23890 0.064
H -5.05985 5.54684 -5.34714 0.075
H -3.40980 5.13389 -4.84587 0.083
C -8.19393 3.49912 5.09207 -0.082
C -6.68056 3.61238 5.01884 -0.283
O -6.06594 2.57309 4.28030 -0.169
C -6.44888 2.45883 2.91959 -0.278
C -6.15545 3.69955 2.09424 -0.080
H -8.48344 2.54118 5.52870 0.081
H -8.60446 4.30300 5.70550 0.075
H -8.65649 3.56342 4.10622 0.064
H -6.27035 3.54831 6.02767 0.116
H -6.38067 4.58857 4.62339 0.106
H -7.50588 2.18005 2.84585 0.106
H -5.87947 1.62035 2.51609 0.118
H -6.70732 4.57024 2.45268 0.064
H -6.43226 3.53412 1.05213 0.078
H -5.09257 3.94326 2.13779 0.084
C 2.93181 0.67380 -7.30816 -0.066
C 1.57644 1.06364 -7.87132 -0.282
O 1.64998 1.83174 -9.06442 -0.161
C 2.29305 1.21310 -10.16117 -0.291
C 1.63289 -0.08009 -10.60825 -0.086
H 3.53333 1.56281 -7.11214 0.087
H 2.80947 0.12222 -6.37490 0.072
H 3.49443 0.04159 -7.99819 0.063
H 1.05904 1.68592 -7.14066 0.113
H 0.94760 0.17980 -8.02779 0.103
H 3.35342 1.05349 -9.93775 0.105
H 2.25493 1.93456 -10.97942 0.114
H 1.65063 -0.84000 -9.82602 0.064
H 2.14850 -0.48591 -11.48073 0.072
H 0.58797 0.09672 -10.87090 0.078
```

Output
- Energy: -1850.641269 Eh
- Max |F|: 0.0490 Eh/bohr
- LUMO energy: 2.1 eV
- Total charge: -1
- HOMO-LUMO gap: 3.3 eV

***

The following is a quantum chemistry calculation of a cluster of 7 separate species, C34H82O2 in total at a distorted geometry, from the Open Molecules 2025 dataset.

XYZ file:
```
118
Properties=species:S:1:pos:R:3:lowdin_charge:R:1
C 1.18800 1.15082 -4.14586 -0.119
C 1.61571 1.63283 -5.52808 -0.256
C 2.64149 2.71808 -5.50180 -0.183
C 2.14439 4.14008 -5.00088 -0.177
C 3.06944 5.30994 -5.34486 -0.209
C 4.60438 5.06725 -4.93772 -0.064
H 0.59173 0.25215 -4.35153 0.076
H 0.67642 2.03450 -3.64171 0.093
H 1.91378 0.83890 -3.60547 -0.032
H 0.68251 1.94904 -6.07507 0.124
H 1.93214 0.66246 -6.05489 0.122
H 2.78060 2.77940 -6.51899 0.092
H 3.40267 2.46935 -5.02029 0.030
H 2.10640 4.12705 -4.00300 0.041
H 1.13605 4.42863 -5.42592 0.131
H 2.82066 6.23423 -4.69191 0.118
H 2.84401 5.83346 -6.22909 0.073
H 4.91831 4.20730 -5.50844 0.059
H 4.90663 4.78782 -3.86854 0.107
H 5.19425 5.77562 -5.02706 -0.044
C 0.90379 -2.60529 2.26891 -0.149
C 0.99256 -1.98279 0.92032 -0.345
C 1.23415 -0.50932 0.94516 -0.246
C 1.65681 0.16801 -0.36179 -0.206
C 2.21871 1.56220 -0.03615 -0.275
C 2.59886 2.37675 -1.21137 -0.113
H 0.75013 -3.76528 2.25315 0.090
H -0.16187 -2.39650 2.72066 0.086
H 1.63998 -2.24452 3.01925 0.068
H -0.12217 -2.14834 0.55533 0.130
H 1.68426 -2.48551 0.30332 0.084
H 2.31423 -0.55044 1.48706 0.159
H 0.24003 -0.08090 1.46277 0.154
H 0.80519 0.13395 -0.92954 0.063
H 2.48808 -0.58037 -0.80563 0.152
H 2.92467 1.37258 0.70946 0.070
H 1.69099 2.24665 0.74758 0.135
H 3.16902 3.23681 -1.03442 0.062
H 1.74725 2.46761 -1.86243 0.039
H 3.19568 1.78729 -1.91530 0.074
C -2.36518 -0.29110 -3.15535 -0.076
C -2.63486 0.33433 -1.74365 -0.268
C -2.89991 -0.57924 -0.61233 -0.253
C -3.30586 0.11904 0.70502 -0.238
C -3.68286 -0.82116 1.80207 -0.273
C -3.77267 -0.12061 3.11737 -0.125
H -2.08851 0.48250 -3.82695 0.043
H -3.21905 -0.75553 -3.45862 0.032
H -1.42416 -0.91540 -3.04383 0.088
H -3.60627 0.97251 -1.90196 0.141
H -1.82992 0.91416 -1.22425 0.105
H -2.17491 -1.21263 -0.38186 0.041
H -3.93968 -1.07853 -0.86077 0.156
H -4.07631 0.86339 0.34314 0.136
H -2.69657 0.84147 1.04852 0.044
H -2.93374 -1.61593 1.85301 0.096
H -4.72002 -1.37623 1.65640 0.150
H -4.01766 -0.89947 3.85287 0.085
H -4.33907 0.75958 3.17970 0.053
H -2.81047 0.18159 3.47344 0.043
C -1.95939 3.23570 3.08602 -0.196
C -1.12696 3.28424 1.87886 -0.318
C -1.77128 4.11220 0.73739 -0.197
C -1.02769 3.97665 -0.60081 -0.193
C -1.84347 4.75444 -1.72201 -0.187
C -0.93556 5.08066 -2.97929 -0.075
H -2.00188 4.27087 3.50195 0.070
H -1.32920 2.59406 3.99929 0.135
H -3.04029 2.74802 3.01938 0.088
H -0.62859 2.25102 1.66967 0.109
H -0.25617 3.90602 2.39707 0.139
H -1.77624 5.14029 0.72671 0.079
H -2.80734 3.71124 0.48712 0.135
H -0.83598 3.11094 -0.94035 0.005
H -0.04280 4.63405 -0.54436 0.153
H -2.14113 5.59139 -1.34268 0.040
H -2.50852 4.11258 -2.03377 0.048
H -0.01261 5.70980 -2.81000 0.092
H -1.61215 5.67878 -3.66118 0.087
H -0.77246 4.23119 -3.47142 -0.010
C 0.17503 -6.01885 4.65668 -0.049
C 0.44994 -5.55217 6.18473 -0.169
C 1.02531 -4.05165 6.40790 -0.234
C -0.02613 -3.00563 6.18599 -0.236
C 0.65315 -1.56798 6.04708 -0.276
C -0.33492 -0.54919 5.70583 -0.146
H -0.63785 -6.59713 4.50152 0.021
H 0.91536 -6.74288 4.45210 0.056
H 0.01048 -5.22318 4.04752 0.008
H 0.98384 -6.14953 6.88884 0.073
H -0.54370 -5.50924 6.62794 0.078
H 1.76790 -3.86848 5.63024 0.096
H 1.51854 -3.97439 7.36760 0.100
H -0.79445 -3.06428 7.01218 0.129
H -0.39467 -3.09798 5.09554 0.118
H 1.38705 -1.77737 5.24747 0.089
H 1.16542 -1.39108 7.04522 0.127
H -0.51837 -0.54692 4.56975 0.096
H -0.02176 0.39298 5.70569 0.005
H -1.20200 -0.41246 6.35730 0.093
C 3.04303 -2.24547 -4.51762 -0.122
C 3.04697 -2.67378 -3.11105 -0.348
O 3.97636 -3.74839 -2.82630 -0.066
H 2.67897 -1.08212 -4.57308 0.097
H 2.50187 -2.93253 -5.24727 0.093
H 4.04866 -1.94263 -4.99320 0.097
H 2.02233 -3.04925 -2.93731 0.120
H 3.25728 -1.76275 -2.55927 0.084
H 3.50169 -4.31176 -2.22815 0.060
C -3.40648 -4.60028 0.42276 -0.133
C -2.28043 -5.48020 0.73571 -0.393
O -2.50113 -6.39719 1.72625 -0.059
H -4.43172 -5.13467 0.27752 0.112
H -3.37746 -3.78526 -0.29866 0.063
H -3.79064 -4.14134 1.36500 0.070
H -1.25139 -4.97137 1.00259 0.137
H -2.26583 -6.13121 -0.26990 0.146
H -2.52278 -7.24081 1.32005 0.068
```

Output
- ΔE to the lowest compared entry with this formula, charge and spin: 17.90 kcal/mol
- Energy: -1494.579472 Eh
- Max |F|: 0.1822 Eh/bohr
- LUMO energy: 0.5 eV
- Total charge: 0
- SMILES: CCCCCC.CCCCCC.CCCCCC.CCCCCC.CCCCCC.CCO.CCO
- HOMO-LUMO gap: 10.7 eV